[1]
{
  "formula": "C3LiO6Tl",
  "method": "ωB97M-V/def2-TZVPD",
  "orbital_gap_ha": 0.296,
  "e_lumo_ha": -0.022,
  "e_homo_ev": -8.65,
  "multiplicity": 1,
  "elements": ["C", "O", "C", "O", "O", "Tl", "Li", "O", "O", "O", "C"],
  "coordinates": [[1.00527, -0.44331, -0.48655], [1.30305, -0.91022, -1.59590], [2.02642, -0.47848, 0.71578], [1.59290, 0.06306, 1.77539], [3.12962, -0.99915, 0.53428], [-0.74994, -0.22727, -2.42128], [-0.16410, 0.69455, 1.57503], [-0.11260, 0.11876, -0.23888], [-2.92966, 0.49175, -1.05941], [-2.42787, 0.99213, 1.14899], [-2.67309, 0.69819, 0.05253]],
  "nbo_charge": [0.686, -0.703, 0.652, -0.863, -0.622, 0.837, 0.942, -0.941, -0.512, -0.546, 1.071]
}

[2]
{
  "formula": "C3N2O",
  "method": "ωB97M-V/def2-TZVPD",
  "orbital_gap_ha": 0.393,
  "e_lumo_ha": -0.022,
  "e_homo_ev": -11.30,
  "multiplicity": 1,
  "elements": ["C", "C", "C", "N", "N", "O"],
  "coordinates": [[0.36550, -0.46833, -0.27780], [0.96035, -1.70179, -0.58209], [-1.47883, 1.76813, 1.10418], [-0.12534, 0.50862, 0.10402], [1.36657, -2.75859, -0.75635], [-1.57535, 2.78419, 0.60807]],
  "nbo_charge": [0.233, 0.171, 0.492, -0.212, -0.162, -0.522]
}

[3]
{
  "formula": "C3N2O",
  "method": "ωB97M-V/def2-TZVPD",
  "smiles": "N#CC(=O)C#N",
  "orbital_gap_ha": 0.388,
  "e_lumo_ha": -0.079,
  "e_homo_ev": -12.71,
  "multiplicity": 1,
  "elements": ["O", "C", "C", "N", "C", "N"],
  "coordinates": [[-0.06107, 1.64050, -0.07023], [-0.01170, 0.43875, -0.04954], [-1.25249, -0.34592, -0.01169], [-2.30864, -0.80748, 0.07352], [1.28326, -0.25405, -0.00961], [2.35808, -0.66970, 0.06992]],
  "nbo_charge": [-0.366, 0.402, 0.161, -0.179, 0.161, -0.179]
}

[4]
{
  "formula": "C3N2O2",
  "method": "ωB97M-V/def2-TZVPD",
  "smiles": "O=C=C=C=O.N#N",
  "orbital_gap_ha": 0.341,
  "e_lumo_ha": -0.010,
  "e_homo_ev": -9.55,
  "multiplicity": 1,
  "elements": ["C", "C", "C", "N", "N", "O", "O"],
  "coordinates": [[-1.43087, -0.12690, 0.01162], [-0.23143, -1.04072, 0.02256], [-2.62777, 0.70775, 0.09568], [4.03843, 0.93644, 0.05344], [3.40711, 0.06182, -0.15343], [-3.66019, 1.13850, -0.11089], [0.66215, -1.77168, -0.01231]],
  "nbo_charge": [-0.726, 0.803, 0.775, 0.005, -0.004, -0.425, -0.428]
}